Entry 1:
Entry from the OMol25 dataset: 2 unconnected molecules or ions with the total composition C29H35F9I2N2O6S in a non-equilibrium geometry (ωB97M-V with the def2-TZVPD basis set).

The geometry in XYZ format:
```
84
Properties=species:S:1:pos:R:3:lowdin_charge:R:1
C 1.14831 -4.47588 4.51263 -0.144
C -0.45889 -4.04012 4.57405 -0.264
C -0.72382 -2.60301 5.31701 -0.230
C -0.22253 -1.28407 4.48246 -0.218
C 0.04654 -1.53124 2.88418 -0.216
C -1.32065 -1.66450 1.97447 -0.156
C -1.26683 -0.50964 0.80017 -0.053
C -2.43097 0.67497 0.60420 -0.203
C -3.74409 0.68996 1.63833 -0.706
I -3.87600 1.86723 3.47852 0.707
C -4.89635 -0.18682 1.18960 -0.676
C -6.29824 -0.38474 2.01822 -0.215
I -4.74227 -1.32673 -0.72266 0.720
C -2.29516 1.82076 -0.60364 0.022
C -1.02388 1.80973 -1.69026 -0.078
C -0.87019 2.89655 -2.92568 -0.156
C 0.36194 3.92086 -2.46251 -0.197
C 0.09066 4.61499 -0.98484 -0.187
C 0.61880 6.16262 -1.01862 -0.088
C -0.57593 7.28126 -1.33523 -0.206
F -0.13836 8.23843 -2.38224 -0.013
F -1.67439 6.47168 -1.98881 -0.042
C -1.24797 7.93976 -0.00599 -0.243
F -1.28056 6.86656 1.05331 -0.023
F -2.68421 8.31027 -0.26546 -0.024
S -0.42282 9.44175 0.70992 1.039
F -1.93560 9.89126 1.46422 -0.271
F -0.07581 8.52093 2.13648 -0.270
F 1.13530 9.05682 0.12528 -0.247
F -0.81405 10.46705 -0.60309 -0.248
F 0.26952 10.80216 1.49595 -0.271
C 0.07751 0.61159 -1.49778 0.011
C -0.03745 -0.48645 -0.28506 0.008
C 1.28806 -1.43080 -0.48388 -0.191
O 1.87847 -2.33969 0.29763 -0.029
N 1.96535 -1.13003 -1.83772 0.002
N 1.66468 -2.27288 -2.55690 -0.056
C 2.88005 -2.92312 -3.17920 -0.208
C 3.08643 -4.54582 -2.82945 -0.052
O 3.77330 -2.28466 -3.97948 -0.037
C 0.52625 -2.08616 -3.53221 -0.237
C -0.99480 -2.47528 -2.95395 -0.027
O 0.61954 -1.69253 -4.80690 0.000
C 1.42656 0.19411 -2.32946 -0.227
O 2.10509 0.78234 -3.31734 -0.017
H 1.50000 -5.07980 5.45283 0.068
H 1.83079 -3.51333 4.34432 0.080
H 1.32889 -5.15041 3.54435 0.090
H -0.96645 -4.07057 3.49697 0.101
H -1.01490 -4.89643 5.19164 0.104
H -1.86999 -2.41846 5.59015 0.109
H -0.10429 -2.63279 6.33658 0.111
H -1.02560 -0.40350 4.55064 0.100
H 0.77862 -0.80448 4.92065 0.114
H 0.76870 -2.42577 2.65856 0.092
H 0.60731 -0.55611 2.48442 0.123
H -2.31905 -1.50804 2.59778 0.114
H -1.29870 -2.72842 1.47024 0.120
H -6.70296 0.57581 2.55030 0.057
H -7.15183 -0.74149 1.26378 0.066
H -6.16311 -1.29486 2.77031 0.093
H -3.10324 2.68254 -0.74078 0.106
H -0.52006 2.32487 -3.91256 0.130
H -1.82158 3.55828 -3.09156 0.111
H 0.64847 4.70029 -3.29511 0.115
H 1.31414 3.20881 -2.35508 0.111
H -0.99175 4.45741 -0.57088 0.108
H 0.81071 4.03338 -0.23063 0.131
H 1.40893 6.30619 -1.89177 0.139
H 1.03680 6.42147 0.04598 0.123
H 3.35960 -4.69827 -1.70131 0.095
H 3.96454 -4.96700 -3.49922 0.097
H 2.09786 -5.15273 -3.04696 0.089
H -1.52435 -1.57500 -2.42435 0.058
H -0.93468 -3.37349 -2.16987 0.099
H -1.63553 -2.88385 -3.84913 0.086
O 3.49500 -7.03968 -2.44016 -0.235
C 4.16293 -8.20098 -2.49225 -0.397
C 5.53286 -8.06230 -1.67546 -0.428
O 6.20582 -9.22032 -1.73640 -0.228
H 4.44878 -8.56997 -3.49301 0.092
H 3.65693 -9.08887 -2.07357 0.090
H 5.24454 -7.70301 -0.67178 0.090
H 6.03534 -7.16860 -2.08589 0.091
```

Computed properties:
orbital gap = 0.0343 Eh
HOMO energy = 0.0012 Ha
maximum force = 8.86 eV Å⁻¹
E = -3578.306032 Ha
charge = -2

***

Entry 2:
Entry from the OMol25 dataset: a molecular structure, C50H55Cl3N5OSn in a non-equilibrium geometry (ωB97M-V with the def2-TZVPD basis set).

The geometry in XYZ format:
```
115
Properties=species:S:1:pos:R:3:lowdin_charge:R:1
Sn -0.43460 1.27632 -0.06615 1.250
C -3.20516 0.02384 5.76058 -0.098
C -1.97435 0.94906 5.77999 -0.191
C -1.14086 0.78994 4.52610 -0.129
C 0.19932 0.33582 4.40671 -0.160
C 0.97574 -0.20901 5.59653 -0.201
C 0.38491 -1.54100 6.09054 -0.104
C 0.54897 0.32578 3.06307 -0.200
C 1.81606 -0.16095 2.48927 -0.105
C 1.91454 -0.64171 1.08996 -0.389
C 2.79201 -1.84711 0.74297 -0.036
C 4.10882 -2.31534 1.37978 -0.166
C 4.31116 -2.13480 2.84664 -0.106
C 2.07272 -2.54526 -0.12793 -0.112
C 0.83702 -1.82013 -0.39689 -0.196
C 0.01204 -2.16536 -1.49392 0.034
C -0.93362 -1.34298 -2.03830 -0.222
N -1.42937 -0.20296 -1.51022 -0.044
C -2.40435 0.23878 -2.35550 -0.271
C -3.33370 1.17606 -1.97365 0.019
C -3.61325 1.36486 -0.59333 -0.269
N -2.74549 1.14666 0.39162 -0.014
C -3.37261 1.47984 1.58971 -0.233
C -2.82105 1.42449 2.82078 0.043
C -1.48942 1.06192 3.18113 -0.264
N -0.48183 0.80440 2.28541 0.007
C -4.79289 1.85357 1.33131 -0.112
C -4.85622 1.78736 -0.03934 -0.136
C -6.21836 1.82625 -0.78976 -0.178
C -6.61556 0.35818 -1.10596 -0.101
C -5.87860 1.97279 2.37129 -0.197
C -6.21541 3.44435 2.61633 -0.080
C -2.28325 -0.49971 -3.63304 -0.139
C -1.52254 -1.59035 -3.39202 -0.090
C -1.11120 -2.69812 -4.36989 -0.181
C 0.10123 -2.23428 -5.21136 -0.081
C -3.06844 -0.11392 -4.87844 -0.202
C -4.45764 -0.69646 -4.88638 -0.103
N 0.80172 -0.69077 0.28192 0.038
C 2.50865 -3.81676 -0.88829 -0.126
C 3.70240 -3.60524 -1.99346 -0.049
H -3.87285 0.05973 6.62015 0.068
H -2.86642 -0.97723 5.59021 0.059
H -3.73337 0.26350 4.80334 0.056
H -1.40633 0.66070 6.65430 0.085
H -2.34295 1.98316 5.86644 0.111
H 0.88283 0.52115 6.44713 0.117
H 2.04514 -0.35351 5.33520 0.085
H -0.64470 -1.48368 6.37466 0.037
H 0.92341 -1.95748 6.98469 0.078
H 0.43710 -2.31052 5.28543 0.086
H 2.54656 -0.59216 3.13970 0.102
H 4.90938 -1.81462 0.83169 0.119
H 4.23666 -3.35221 1.05149 0.102
H 4.54211 -1.01275 3.12457 0.107
H 5.26974 -2.57646 3.11216 0.068
H 3.58072 -2.48059 3.58947 0.078
H 0.38509 -3.01766 -2.05260 0.090
H -3.98818 1.63967 -2.71028 0.110
H -3.49239 1.79903 3.63503 0.117
H -6.15973 2.33057 -1.80923 0.118
H -7.02247 2.25523 -0.21252 0.081
H -5.98786 -0.02450 -1.88741 0.034
H -7.65733 0.36718 -1.50763 0.078
H -6.43614 -0.25669 -0.19588 0.089
H -5.52439 1.44566 3.24687 0.091
H -6.68125 1.39544 1.94659 0.100
H -5.26453 3.95051 2.92179 0.095
H -6.99802 3.56233 3.38144 0.073
H -6.53080 3.82700 1.68517 0.048
H -1.95276 -2.98633 -5.02321 0.103
H -0.79795 -3.61756 -3.83223 0.101
H -0.23035 -1.61330 -6.08785 0.083
H 0.50195 -3.18308 -5.71124 0.087
H 0.84490 -1.78525 -4.56957 0.041
H -2.52386 -0.40800 -5.75636 0.096
H -3.12627 0.98053 -4.94953 0.114
H -4.50477 -1.79312 -4.63736 0.095
H -4.98938 -0.45749 -5.80349 0.064
H -5.01825 -0.16068 -4.08942 0.057
H 1.57365 -4.30205 -1.29912 0.106
H 2.95739 -4.47738 -0.23224 0.051
H 3.86435 -2.58720 -2.28619 0.016
H 3.44192 -4.14543 -2.92468 0.069
H 4.56754 -4.05688 -1.52879 0.049
Cl 3.36713 2.72439 -8.22792 0.575
C 3.02247 1.82159 -6.75825 -0.687
C 3.91332 0.78752 -6.32092 -0.137
C 3.64902 0.06911 -5.16469 -0.602
Cl 4.75358 -1.15079 -4.62413 0.662
C 2.45613 0.22605 -4.39063 -0.561
O 2.06887 -0.40480 -3.36467 -0.132
C 1.68552 1.31019 -4.88428 -0.617
Cl 0.28896 1.71437 -4.00212 0.749
C 1.92187 2.03536 -6.01303 -0.201
H 4.73738 0.46565 -6.91829 0.082
H 1.13038 2.74281 -6.23167 0.096
C 3.31304 1.97553 3.87087 -0.001
C 4.15620 1.64644 2.60375 -0.195
C 5.49975 1.97407 2.57542 -0.081
C 6.35594 1.83851 1.45864 -0.067
C 5.74623 1.42851 0.22712 -0.042
C 4.42010 1.02135 0.24139 -0.235
C 3.74003 0.98759 -1.06003 -0.015
C 3.69155 1.09307 1.42826 -0.177
N 2.34748 0.68292 1.42750 0.095
H 3.70262 2.80189 4.46073 0.078
H 3.11704 1.16234 4.57560 0.057
H 2.38893 2.30486 3.44585 0.074
H 5.92394 2.20889 3.54937 0.099
H 7.38426 2.22049 1.33645 0.094
H 6.30724 1.35197 -0.69310 0.105
H 2.98334 0.14488 -0.97118 0.087
H 4.31185 0.85992 -1.95666 0.075
H 3.17114 1.92966 -1.03790 0.109
```

Computed properties:
orbital gap = 0.2030 Eh
HOMO energy = -0.1531 Ha
maximum force = 3.53 eV Å⁻¹
E = -3882.202808 Ha
charge = -1

***

Entry 3:
Entry from the OMol25 dataset: a single C8H9BrO molecule in a non-equilibrium geometry (ωB97M-V with the def2-TZVPD basis set).

The geometry in XYZ format:
```
19
Properties=species:S:1:pos:R:3:nbo_charge:R:1
C 1.12192 -1.35982 -0.93589 -0.456
C 0.79682 0.05510 -0.65567 -0.169
C 1.22895 -2.00388 0.54760 -0.128
C 0.82897 0.33889 0.81446 -0.175
C 1.12463 -0.97738 1.43417 -0.235
C -0.53548 0.42577 -0.01591 -0.322
C -1.36211 -0.76212 -0.00630 -0.010
C -0.97119 1.79237 -0.38219 -0.069
O -1.81945 2.51382 0.48456 -0.713
Br -3.21982 -0.49168 -0.13131 0.048
H 0.28009 -1.99460 -1.37075 0.243
H 1.95520 -1.61323 -1.50183 0.226
H 1.08381 0.84779 -1.35144 0.237
H 1.42156 -3.10882 0.62191 0.229
H 1.04735 1.25089 1.22995 0.240
H 1.11277 -1.12352 2.57561 0.227
H -1.29795 1.70503 -1.42497 0.170
H -0.06012 2.36279 -0.39268 0.178
H -2.73593 2.14260 0.46068 0.480
```

Computed properties:
orbital gap = 0.2884 Eh
ΔE to the lowest compared entry with this formula, charge and spin = 404.7 kJ/mol
HOMO energy = -0.3014 Ha
maximum force = 4.84 eV Å⁻¹
E = -2959.297105 Ha

***

Entry 4:
Entry from the OMol25 dataset: a single C4H5N3O4S molecule in a non-equilibrium geometry (ωB97M-V with the def2-TZVPD basis set).

The geometry in XYZ format:
```
17
Properties=species:S:1:pos:R:3:nbo_charge:R:1
C 0.07788 -0.96423 1.60185 -0.189
C -1.21638 -1.05999 1.71760 -0.055
C 0.86789 -0.12394 0.78694 -0.358
C -1.04933 0.87294 -0.11719 0.076
N -1.04853 0.62839 -1.49345 -0.841
N -1.96773 -1.92443 2.50144 0.483
N -0.75853 2.24818 0.19879 0.467
O -1.48470 -2.90934 3.01101 -0.337
O -0.49522 2.98702 -0.70091 -0.376
O -3.14288 -1.55394 2.67241 -0.373
O -0.62015 2.53589 1.36484 -0.385
S -2.30392 -0.07404 0.70508 0.342
H 0.60652 -1.50474 2.30173 0.243
H 1.41267 0.69062 1.38946 0.247
H 1.28508 -0.46611 -0.17121 0.238
H -1.74702 0.00149 -1.82718 0.406
H -0.39687 1.09103 -2.10576 0.414
```

Computed properties:
orbital gap = 0.2735 Eh
ΔE to the lowest compared entry with this formula, charge and spin = 390.5 kJ/mol
HOMO energy = -0.3266 Ha
maximum force = 4.47 eV Å⁻¹
E = -1018.519508 Ha